(1)
{
  "formula": "C41H59BN12S2SeTl",
  "method": "ωB97M-V with the def2-TZVPD basis set",
  "elements": ["Tl", "C", "C", "C", "C", "C", "C", "C", "C", "C", "N", "N", "B", "N", "N", "C", "C", "C", "C", "C", "C", "C", "C", "C", "N", "N", "C", "C", "C", "C", "C", "C", "C", "C", "C", "H", "H", "H", "H", "H", "H", "H", "H", "H", "H", "H", "H", "H", "H", "H", "H", "H", "H", "H", "H", "H", "H", "H", "H", "H", "H", "H", "H", "H", "H", "H", "H", "H", "H", "H", "H", "H", "H", "H", "H", "H", "H", "H", "H", "H", "H", "C", "N", "C", "C", "N", "C", "S", "C", "C", "C", "C", "C", "N", "H", "H", "H", "H", "H", "H", "H", "H", "H", "Se", "C", "N", "S", "C", "N", "C", "C", "C", "N", "H", "H", "H", "H"],
  "coordinates": [[-0.039, 0.135, -0.046], [-2.049, 3.303, 0.899], [-1.552, 2.780, 2.249], [-2.027, 3.679, 3.388], [-2.001, 1.369, 2.464], [-2.855, 0.883, 3.446], [-2.961, -0.484, 3.235], [-3.697, -1.361, 4.211], [-2.716, -1.771, 5.318], [-4.457, -2.584, 3.698], [-2.196, -0.787, 2.167], [-1.619, 0.344, 1.699], [-2.000, -2.119, 1.427], [-0.520, -2.561, 1.516], [0.500, -1.737, 1.199], [1.648, -2.350, 1.494], [1.360, -3.612, 2.004], [-0.023, -3.712, 2.011], [-0.846, -4.890, 2.426], [-1.238, -5.705, 1.188], [-0.101, -5.772, 3.427], [2.977, -1.689, 1.335], [4.058, -2.691, 0.935], [3.373, -0.996, 2.641], [-2.451, -1.932, -0.047], [-1.916, -0.993, -0.865], [-2.598, -0.988, -2.012], [-3.598, -1.950, -1.933], [-3.483, -2.528, -0.679], [-4.374, -3.598, -0.131], [-4.416, -4.797, -1.082], [-5.777, -3.017, 0.079], [-2.309, -0.070, -3.152], [-3.595, 0.507, -3.741], [-1.508, -0.803, -4.233], [-1.694, 4.319, 0.743], [-3.137, 3.308, 0.872], [-1.684, 2.683, 0.077], [-0.457, 2.804, 2.239], [-3.113, 3.731, 3.405], [-1.639, 4.685, 3.253], [-1.676, 3.303, 4.347], [-3.338, 1.441, 4.220], [-4.442, -0.695, 4.662], [-1.918, -2.389, 4.912], [-3.238, -2.333, 6.088], [-2.268, -0.892, 5.774], [-3.803, -3.443, 3.578], [-4.946, -2.378, 2.752], [-5.221, -2.858, 4.424], [-2.655, -2.952, 1.912], [2.065, -4.349, 2.322], [-1.758, -4.532, 2.910], [-0.356, -6.181, 0.764], [-1.693, -5.070, 0.432], [-1.947, -6.482, 1.463], [0.772, -6.231, 2.970], [-0.759, -6.567, 3.768], [0.218, -5.189, 4.288], [2.885, -0.932, 0.545], [4.296, -3.346, 1.771], [4.960, -2.163, 0.639], [3.728, -3.307, 0.104], [3.604, -1.737, 3.402], [2.570, -0.364, 3.017], [4.252, -0.377, 2.481], [-4.324, -2.177, -2.684], [-3.990, -3.937, 0.831], [-4.850, -4.516, -2.038], [-5.018, -5.593, -0.652], [-3.416, -5.185, -1.261], [-6.239, -2.773, -0.875], [-5.725, -2.105, 0.669], [-6.411, -3.732, 0.597], [-1.710, 0.758, -2.768], [-4.193, -0.268, -4.217], [-3.352, 1.259, -4.488], [-4.190, 0.974, -2.962], [-2.085, -1.639, -4.622], [-0.571, -1.185, -3.831], [-1.284, -0.122, -5.049], [2.164, 3.119, -4.328], [2.468, 1.735, -4.106], [3.436, 1.007, -4.736], [3.416, -0.237, -4.219], [2.418, -0.286, -3.260], [1.834, 0.946, -3.212], [0.502, 1.555, -2.381], [2.146, -1.439, -2.516], [3.098, -2.459, -2.480], [2.723, -3.693, -1.986], [1.424, -3.867, -1.531], [0.605, -2.759, -1.477], [0.953, -1.561, -1.936], [2.958, 3.564, -4.924], [2.084, 3.631, -3.367], [1.209, 3.225, -4.846], [4.059, 1.423, -5.501], [4.007, -1.086, -4.486], [4.114, -2.272, -2.783], [3.431, -4.508, -1.972], [1.071, -4.822, -1.184], [-0.389, -2.833, -1.068], [1.832, 1.742, 1.150], [1.516, 3.226, 0.171], [1.349, 4.193, -0.426], [4.343, 1.042, -1.270], [5.924, 0.613, -1.387], [6.891, 1.581, -1.142], [8.202, 1.296, -1.156], [8.607, 0.022, -1.443], [7.586, -0.918, -1.719], [6.317, -0.637, -1.695], [6.547, 2.512, -0.929], [8.889, 2.102, -0.939], [9.645, -0.257, -1.467], [7.834, -1.942, -1.962]],
  "homo_energy_ev": -10.285,
  "energy_ha": -5649.8812,
  "charge": 1,
  "lumo_ev": -3.218
}

(2)
{
  "formula": "C41H61B2N2O13PS",
  "method": "ωB97M-V with the def2-TZVPD basis set",
  "elements": ["C", "C", "O", "B", "O", "C", "C", "C", "C", "C", "B", "O", "O", "C", "C", "C", "C", "C", "C", "O", "O", "N", "C", "C", "C", "C", "N", "C", "C", "O", "C", "C", "C", "C", "P", "C", "C", "C", "C", "C", "C", "S", "H", "H", "H", "H", "H", "H", "H", "H", "H", "H", "H", "H", "H", "H", "H", "H", "H", "H", "H", "H", "H", "H", "H", "H", "H", "H", "H", "H", "H", "H", "H", "H", "H", "H", "H", "H", "H", "H", "H", "H", "H", "H", "H", "O", "C", "C", "C", "C", "O", "H", "H", "H", "H", "H", "H", "O", "C", "C", "C", "C", "O", "H", "H", "H", "H", "H", "H", "O", "C", "C", "C", "C", "O", "H", "H", "H", "H", "H", "H"],
  "coordinates": [[-1.060, 1.274, 9.350], [-1.942, 2.088, 8.185], [-2.835, 1.061, 7.593], [-3.278, 1.441, 6.235], [-4.536, 2.267, 6.171], [-2.556, 1.001, 4.817], [-3.240, 1.650, 3.435], [-2.635, 1.252, 1.965], [-1.332, 0.217, 1.793], [-0.668, -0.416, 3.192], [0.626, -1.436, 2.938], [2.036, -0.917, 2.843], [0.420, -2.899, 2.780], [-1.005, -3.238, 2.639], [-1.271, -4.857, 2.323], [-1.259, -0.050, 4.712], [-0.628, -0.716, 6.070], [-1.733, -1.810, 6.626], [-1.155, -3.336, 6.793], [-0.265, -3.872, 5.913], [-1.706, -4.122, 7.947], [-0.757, -0.182, 0.429], [0.025, 0.992, -0.117], [1.549, 0.635, -0.621], [1.568, 0.906, -2.258], [3.046, 0.734, -2.946], [3.378, 1.838, -3.947], [3.898, 1.118, -5.181], [5.286, 0.241, -5.237], [3.169, 1.225, -6.320], [-1.876, -0.615, -0.526], [-1.638, -2.045, -1.321], [-2.857, -2.519, -2.337], [-4.255, -1.631, -2.564], [-5.547, -2.403, -3.744], [-5.809, -1.378, -5.333], [-5.754, -2.454, -6.599], [-5.091, -4.243, -4.141], [-5.054, -5.201, -2.783], [-4.494, -0.179, -1.768], [-3.273, 0.276, -0.757], [-3.350, 1.866, 0.302], [0.020, 1.174, 8.910], [-1.080, 1.810, 10.391], [-1.471, 0.159, 9.456], [-2.537, 3.001, 8.644], [-1.222, 2.447, 7.303], [-4.961, 2.146, 7.073], [-4.180, 2.362, 3.539], [2.618, -1.383, 3.532], [-1.559, -3.044, 3.675], [-1.553, -2.660, 1.758], [-1.350, -5.498, 3.324], [-2.319, -4.948, 1.767], [-0.400, -5.252, 1.637], [-0.428, 0.169, 6.841], [0.399, -1.260, 5.932], [-2.167, -1.494, 7.678], [-2.659, -1.853, 5.886], [-1.053, -4.882, 8.104], [-0.503, 1.576, -0.988], [0.151, 1.760, 0.787], [1.935, -0.425, -0.311], [2.297, 1.441, -0.164], [0.761, 0.201, -2.728], [1.149, 2.016, -2.390], [3.080, -0.350, -3.412], [3.847, 0.838, -2.069], [2.500, 2.354, -4.198], [6.051, 0.704, -6.025], [5.064, -0.860, -5.598], [5.836, 0.181, -4.206], [-0.677, -2.710, -1.171], [-2.693, -3.568, -2.880], [-6.909, -0.950, -5.313], [-4.990, -0.526, -5.460], [-6.504, -3.348, -6.429], [-4.681, -2.936, -6.720], [-6.103, -1.881, -7.557], [-4.015, -4.303, -4.652], [-5.858, -4.762, -4.872], [-5.897, -6.046, -2.816], [-4.030, -5.808, -2.708], [-5.201, -4.561, -1.802], [-5.492, 0.461, -1.891], [4.087, -1.071, 4.470], [5.285, -1.253, 4.329], [6.051, -1.051, 3.057], [7.340, -1.778, 3.344], [7.468, -1.644, 4.839], [6.129, -1.632, 5.333], [6.213, 0.019, 2.903], [5.524, -1.490, 2.206], [8.199, -1.377, 2.800], [7.233, -2.836, 3.075], [7.956, -0.708, 5.132], [8.016, -2.482, 5.279], [-0.237, 3.883, -3.059], [-0.917, 3.069, -3.662], [-2.413, 2.997, -3.637], [-2.673, 1.624, -4.204], [-1.491, 1.414, -5.114], [-0.412, 2.115, -4.498], [-2.820, 3.785, -4.277], [-2.795, 3.089, -2.618], [-3.634, 1.538, -4.719], [-2.655, 0.884, -3.395], [-1.656, 1.833, -6.112], [-1.236, 0.355, -5.212], [6.515, 7.473, -4.074], [5.836, 6.659, -4.677], [4.339, 6.587, -4.652], [4.079, 5.214, -5.219], [5.261, 5.004, -6.129], [6.340, 5.704, -5.513], [3.932, 7.375, -5.292], [3.957, 6.679, -3.633], [3.118, 5.128, -5.734], [4.097, 4.473, -4.410], [5.096, 5.423, -7.127], [5.516, 3.945, -6.227]],
  "homo_energy_ev": -7.661,
  "energy_ha": -3475.0157,
  "smiles": "CCOB(O)c1cc2c(c(B(O)OCC)c1CCC(=O)O)N(CCCCNC(C)=O)c1ccc(P(CC)CC)cc1S2.O=C1CCCO1.O=C1CCCO1.O=C1CCCO1",
  "charge": 0,
  "lumo_ev": -0.673
}

(3)
{
  "formula": "C41H61ClN12S2Sc",
  "method": "ωB97M-V with the def2-TZVPD basis set",
  "elements": ["Sc", "C", "N", "C", "C", "N", "C", "C", "N", "C", "C", "N", "C", "N", "C", "C", "N", "C", "C", "C", "C", "N", "C", "N", "C", "C", "N", "C", "C", "N", "C", "C", "H", "H", "H", "H", "H", "H", "H", "H", "H", "H", "H", "H", "H", "H", "H", "H", "H", "H", "H", "H", "H", "H", "H", "H", "H", "H", "H", "H", "H", "H", "H", "H", "H", "H", "H", "H", "H", "H", "H", "H", "H", "H", "H", "H", "H", "H", "H", "H", "S", "C", "C", "C", "C", "C", "C", "N", "C", "C", "C", "C", "C", "C", "C", "H", "H", "H", "H", "H", "H", "H", "H", "Cl", "S", "C", "N", "C", "C", "C", "C", "C", "C", "H", "H", "H", "H", "H"],
  "coordinates": [[0.663, 0.268, 0.120], [-1.756, 0.444, 3.270], [-2.063, -0.942, 2.992], [-3.424, -1.315, 3.350], [-1.173, -1.805, 2.455], [-0.097, -1.421, 1.774], [1.084, -2.229, 2.148], [2.252, -2.093, 1.198], [2.676, -0.725, 0.823], [3.204, 0.077, 1.946], [2.148, 0.704, 2.816], [1.190, 1.475, 2.000], [0.850, 2.621, 2.560], [0.225, 3.614, 1.808], [-0.918, 4.280, 2.413], [1.000, 4.513, 0.957], [0.963, 2.904, 3.884], [0.906, 1.968, 4.991], [1.377, 4.237, 4.308], [3.786, -0.899, -0.163], [3.346, -0.514, -1.555], [2.019, -1.078, -1.770], [1.814, -1.595, -2.953], [2.506, -1.226, -4.078], [2.979, -2.182, -5.058], [2.846, 0.155, -4.356], [0.918, -2.613, -3.107], [0.665, -3.492, -1.986], [0.214, -2.862, -4.354], [-1.454, -3.132, 2.685], [-1.207, -4.143, 1.679], [-1.845, -3.641, 3.987], [-1.867, 0.636, 4.340], [-2.450, 1.095, 2.735], [-0.747, 0.663, 2.943], [-3.537, -1.417, 4.432], [-3.707, -2.246, 2.869], [-4.098, -0.531, 3.005], [0.883, -3.302, 2.186], [1.393, -1.956, 3.162], [2.003, -2.587, 0.258], [3.107, -2.626, 1.636], [3.769, 0.913, 1.529], [3.890, -0.526, 2.554], [2.699, 1.389, 3.460], [1.634, -0.036, 3.430], [-1.462, 3.595, 3.063], [-1.592, 4.609, 1.619], [-0.639, 5.168, 2.989], [2.019, 4.152, 0.871], [1.048, 5.506, 1.418], [0.531, 4.623, -0.027], [0.458, 1.028, 4.694], [0.281, 2.411, 5.770], [1.894, 1.777, 5.416], [1.635, 4.846, 3.450], [2.294, 4.139, 4.891], [0.605, 4.713, 4.917], [4.104, -1.944, -0.151], [4.639, -0.297, 0.149], [4.077, -0.897, -2.275], [3.352, 0.575, -1.643], [2.887, -3.194, -4.673], [4.037, -1.990, -5.254], [2.442, -2.112, -6.008], [2.364, 0.479, -5.283], [3.926, 0.274, -4.471], [2.505, 0.801, -3.556], [0.182, -2.973, -1.154], [1.600, -3.920, -1.617], [0.018, -4.303, -2.315], [0.638, -3.701, -4.912], [0.252, -1.972, -4.977], [-0.832, -3.080, -4.147], [-0.438, -4.855, 1.993], [-0.887, -3.669, 0.753], [-2.125, -4.705, 1.492], [-1.840, -2.841, 4.721], [-1.124, -4.398, 4.308], [-2.837, -4.100, 3.968], [-1.500, 1.132, -4.281], [-2.283, -0.352, -3.861], [-3.289, -1.026, -4.548], [-3.746, -2.220, -4.030], [-3.200, -2.738, -2.850], [-2.200, -2.069, -2.178], [-1.732, -0.852, -2.676], [-0.723, -0.070, -2.128], [-0.501, 0.988, -2.859], [0.530, 1.981, -2.551], [0.862, 2.960, -3.493], [1.945, 3.789, -3.265], [2.697, 3.631, -2.107], [2.328, 2.686, -1.156], [1.222, 1.845, -1.332], [-3.700, -0.624, -5.463], [-4.527, -2.763, -4.543], [-3.566, -3.680, -2.465], [-1.774, -2.483, -1.278], [0.306, 3.057, -4.419], [2.214, 4.540, -3.996], [3.562, 4.257, -1.929], [2.929, 2.624, -0.250], [3.973, 3.359, 2.155], [-3.109, 3.113, -0.573], [-1.604, 2.405, -0.165], [-1.602, 1.142, 0.144], [-2.901, 0.636, 0.055], [-3.292, -0.686, 0.251], [-4.618, -1.026, 0.092], [-5.575, -0.069, -0.259], [-5.209, 1.242, -0.471], [-3.867, 1.579, -0.319], [-0.704, 2.991, -0.192], [-2.553, -1.430, 0.500], [-4.925, -2.054, 0.228], [-6.608, -0.362, -0.374], [-5.938, 1.986, -0.757]],
  "e_above_lowest_kcal_mol": 0.0,
  "homo_energy_ev": -9.393,
  "energy_ha": -4273.2092,
  "charge": 1,
  "lumo_ev": -2.458
}

(4)
{
  "formula": "C41H62BN9SV",
  "method": "ωB97M-V with the def2-TZVPD basis set",
  "elements": ["V", "C", "C", "C", "C", "C", "C", "C", "C", "C", "N", "N", "B", "N", "N", "C", "C", "C", "C", "C", "C", "C", "C", "C", "N", "N", "C", "C", "C", "C", "C", "C", "C", "C", "C", "H", "H", "H", "H", "H", "H", "H", "H", "H", "H", "H", "H", "H", "H", "H", "H", "H", "H", "H", "H", "H", "H", "H", "H", "H", "H", "H", "H", "H", "H", "H", "H", "H", "H", "H", "H", "H", "H", "H", "H", "H", "H", "H", "H", "H", "H", "C", "C", "C", "C", "N", "C", "S", "N", "C", "H", "H", "H", "H", "H", "H", "H", "H", "C", "C", "C", "C", "C", "C", "C", "C", "H", "H", "H", "H", "H", "N", "H", "H", "H"],
  "coordinates": [[0.106, 0.761, 0.331], [-2.132, 0.020, -3.924], [-2.164, 0.653, -2.533], [-3.377, 1.575, -2.382], [-2.182, -0.407, -1.476], [-3.021, -1.517, -1.431], [-2.685, -2.193, -0.269], [-3.239, -3.506, 0.197], [-4.761, -3.442, 0.333], [-2.827, -4.619, -0.772], [-1.700, -1.508, 0.333], [-1.381, -0.401, -0.404], [-0.973, -1.785, 1.678], [0.542, -1.911, 1.440], [1.230, -0.831, 0.953], [2.534, -1.170, 0.987], [2.657, -2.444, 1.547], [1.380, -2.909, 1.783], [1.101, -4.362, 2.125], [-0.345, -4.814, 2.304], [1.741, -5.245, 1.034], [3.768, -0.583, 0.311], [3.966, 0.922, 0.141], [3.923, -1.279, -1.052], [-1.315, -0.677, 2.691], [-1.149, 0.646, 2.391], [-1.701, 1.325, 3.409], [-2.183, 0.424, 4.367], [-1.927, -0.834, 3.880], [-2.239, -2.113, 4.611], [-0.956, -2.823, 5.062], [-3.213, -3.064, 3.904], [-1.944, 2.809, 3.582], [-3.111, 3.272, 2.701], [-0.749, 3.755, 3.464], [-2.005, 0.787, -4.692], [-3.064, -0.508, -4.136], [-1.312, -0.695, -4.007], [-1.251, 1.229, -2.387], [-4.304, 1.002, -2.456], [-3.383, 2.333, -3.169], [-3.359, 2.084, -1.419], [-3.773, -1.800, -2.148], [-2.820, -3.733, 1.177], [-5.230, -3.261, -0.636], [-5.061, -2.640, 1.008], [-5.145, -4.385, 0.724], [-3.299, -4.472, -1.746], [-3.135, -5.593, -0.386], [-1.747, -4.632, -0.924], [-1.360, -2.801, 2.141], [3.579, -2.982, 1.692], [1.629, -4.559, 3.064], [-0.927, -4.628, 1.400], [-0.844, -4.337, 3.147], [-0.346, -5.890, 2.482], [1.295, -5.015, 0.064], [1.562, -6.300, 1.250], [2.813, -5.090, 0.953], [4.590, -0.936, 0.942], [3.108, 1.391, -0.335], [4.834, 1.083, -0.502], [4.182, 1.416, 1.091], [3.113, -0.981, -1.716], [3.896, -2.363, -0.938], [4.875, -1.003, -1.511], [-2.661, 0.668, 5.302], [-2.755, -1.767, 5.510], [-0.245, -2.907, 4.237], [-1.177, -3.825, 5.435], [-0.469, -2.260, 5.860], [-2.707, -3.715, 3.193], [-3.985, -2.508, 3.370], [-3.702, -3.701, 4.643], [-2.284, 2.884, 4.619], [-2.830, 3.265, 1.651], [-3.402, 4.290, 2.968], [-3.976, 2.620, 2.831], [-0.448, 3.894, 2.428], [0.102, 3.403, 4.052], [-1.032, 4.734, 3.857], [1.117, 4.327, -4.609], [1.294, 4.396, -3.131], [2.319, 5.040, -2.495], [2.352, 5.005, -1.092], [1.412, 4.415, -0.370], [0.380, 3.817, -0.989], [-0.883, 3.058, -0.154], [0.368, 3.799, -2.358], [3.462, 5.661, -0.334], [1.944, 4.817, -5.115], [0.186, 4.821, -4.894], [1.068, 3.290, -4.939], [3.090, 5.539, -3.063], [-0.346, 3.216, -2.777], [4.305, 5.902, -0.979], [3.792, 5.012, 0.476], [3.091, 6.582, 0.118], [1.036, 0.854, -1.418], [1.600, 0.927, -2.510], [2.346, 0.965, -3.721], [1.807, 0.510, -4.935], [2.530, 0.599, -6.112], [3.811, 1.139, -6.118], [4.362, 1.587, -4.923], [3.643, 1.504, -3.742], [0.810, 0.090, -4.939], [2.090, 0.246, -7.037], [4.376, 1.199, -7.039], [5.361, 2.005, -4.914], [4.072, 1.859, -2.812], [1.406, 1.942, 1.691], [0.698, 2.042, 2.409], [1.704, 2.875, 1.420], [2.181, 1.444, 2.105]],
  "multiplicity": 2,
  "e_above_lowest_kcal_mol": 5.7,
  "homo_energy_ev": [-5.476, -4.837],
  "energy_ha": -3459.4545,
  "s_squared": 0.762,
  "charge": 0,
  "lumo_ev": [-0.030, -0.039]
}